No. 1
C6H9IN2OS as an isolated structure. Source: OMol25; level of theory: ωB97M-V with the def2-TZVPD basis set.

The geometry in ORCA input format:
```
! RIJCOSX wB97M-V def2-TZVPD def2/J DEFGRID3
* xyz 0 1
C -0.755 -0.599 -0.761
C -4.019 -0.642 0.549
C -2.024 -2.329 -0.181
C 0.309 -2.643 0.491
C 1.307 0.442 0.180
C -0.448 1.676 -0.943
N -0.733 -1.840 -0.205
N 0.145 0.355 -0.642
O -2.379 -3.410 0.209
S -3.125 -0.934 -0.764
I -5.712 0.525 -0.029
H -0.111 -3.649 0.465
H 1.278 -2.381 -0.120
H 0.276 -2.344 1.494
H 1.978 -0.410 0.327
H 1.993 1.188 -0.171
H 0.878 0.839 1.086
H -0.577 2.211 -0.058
H 0.232 2.113 -1.692
H -1.500 1.447 -1.290
*
```

The calculation puts the total energy at -1114.45721 Eh. Its LUMO energy is 0.01073 hartree. The calculation puts the energy relative to the best compared isomer or geometry (same formula, charge and spin) at 38.92 kJ/mol.

Here are the Löwdin charges for atoms 1 to 4, given in e: -0.19, -1.01, -0.63, 0.01

---

No. 2
An isolated molecule of C6H9N. Source: OMol25; level of theory: ωB97M-V with the def2-TZVPD basis set.

The geometry in ORCA input format:
```
! RIJCOSX wB97M-V def2-TZVPD def2/J DEFGRID3
* xyz 0 1
C -1.050 -1.523 -2.831
C -0.324 -0.859 -1.747
C 0.258 -0.311 -0.845
C 1.083 0.313 0.187
N 0.358 0.798 1.393
C 1.134 1.167 2.418
C -0.971 0.772 1.499
H -0.870 -2.603 -2.826
H -0.743 -1.132 -3.807
H -2.127 -1.359 -2.725
H 1.780 -0.434 0.585
H 1.688 1.124 -0.230
H 0.673 1.765 3.192
H 2.081 0.665 2.567
H -1.347 0.624 2.501
H -1.624 0.993 0.668
*
```

The calculation puts the total energy at -288.61144 Eh. Its LUMO energy is 0.03243 hartree. The calculation puts the energy relative to the best compared isomer or geometry (same formula, charge and spin) at 447.92 kJ/mol.

Here are the Löwdin charges for atoms 1 to 4, given in e: -0.10, -0.07, -0.03, -0.15

---

No. 3
An isolated molecule of C6H9N. Source: OMol25; level of theory: ωB97M-V with the def2-TZVPD basis set.

The geometry in ORCA input format:
```
! RIJCOSX wB97M-V def2-TZVPD def2/J DEFGRID3
* xyz 0 1
C 1.086 1.576 -1.542
C 1.002 0.703 -0.330
C 1.360 -0.617 -0.386
N 0.439 -1.335 0.335
C -0.497 -0.481 0.870
C -1.800 -0.962 1.409
C -0.118 0.793 0.547
H 0.263 1.179 -2.158
H 2.013 1.467 -2.108
H 0.875 2.630 -1.350
H 2.131 -1.096 -0.977
H 0.341 -2.333 0.280
H -1.701 -1.661 2.243
H -2.395 -0.105 1.732
H -2.363 -1.461 0.607
H -0.637 1.704 0.826
*
```

The calculation puts the total energy at -288.75314 Eh. Its LUMO energy is 0.03745 hartree. As for the SMILES: Cc1c[nH]c(C)c1. The calculation puts the energy relative to the best compared isomer or geometry (same formula, charge and spin) at 75.87 kJ/mol.

Here are the Löwdin charges for atoms 1 to 4, given in e: -0.07, -0.31, -0.10, 0.06

---

No. 4
An isolated molecule of C6H9N. Source: OMol25; level of theory: ωB97M-V with the def2-TZVPD basis set.

The geometry in ORCA input format:
```
! RIJCOSX wB97M-V def2-TZVPD def2/J DEFGRID3
* xyz 0 1
C 0.637 1.609 2.994
C 0.174 1.218 1.659
C -0.198 0.914 0.553
C -0.581 0.536 -0.813
C 0.155 -0.702 -1.294
C -0.523 -2.005 -1.465
N -0.208 -1.170 -2.625
H 0.331 0.877 3.749
H 0.225 2.583 3.280
H 1.729 1.683 3.021
H -0.357 1.365 -1.496
H -1.663 0.363 -0.882
H 1.208 -0.736 -1.017
H -1.585 -2.090 -1.244
H 0.051 -2.915 -1.301
H 0.605 -1.528 -3.118
*
```

The calculation puts the total energy at -288.67814 Eh. Its LUMO energy is 0.03822 hartree. As for the SMILES: CC#CC[C@H]1CN1. The calculation puts the energy relative to the best compared isomer or geometry (same formula, charge and spin) at 272.80 kJ/mol.

Here are the Löwdin charges for atoms 1 to 4, given in e: -0.11, -0.09, -0.04, -0.17

---

No. 5
An isolated molecule of C6H9N. Source: OMol25; level of theory: ωB97M-V with the def2-TZVPD basis set.

The geometry in ORCA input format:
```
! RIJCOSX wB97M-V def2-TZVPD def2/J DEFGRID3
* xyz 0 1
C 2.941 -0.498 -0.031
C 1.852 -0.438 -0.544
C 0.505 -0.362 -1.126
C -0.548 0.040 -0.099
C -0.453 1.465 0.394
C -1.082 -1.003 0.801
N -1.867 -0.539 -0.347
H 3.908 -0.560 0.420
H 0.498 0.356 -1.957
H 0.217 -1.330 -1.551
H 0.553 1.674 0.772
H -1.167 1.654 1.203
H -0.663 2.169 -0.420
H -0.710 -2.023 0.724
H -1.387 -0.706 1.803
H -2.598 0.100 -0.041
*
```

The calculation puts the total energy at -288.67756 Eh. Its LUMO energy is 0.03782 hartree. As for the SMILES: C#CC[C@]1(C)CN1. The calculation puts the energy relative to the best compared isomer or geometry (same formula, charge and spin) at 274.32 kJ/mol.

Here are the Löwdin charges for atoms 1 to 4, given in e: 0.11, -0.14, -0.15, -0.54

---

No. 6
C6H9N as an isolated structure. Source: OMol25; level of theory: ωB97M-V with the def2-TZVPD basis set.

The geometry in ORCA input format:
```
! RIJCOSX wB97M-V def2-TZVPD def2/J DEFGRID3
* xyz 0 1
C 1.471 -0.672 0.958
C 0.474 -0.169 -0.046
C 0.777 0.846 -1.098
C -0.221 1.170 -0.025
C -1.642 0.706 -0.247
N -1.583 -0.352 -1.146
C -0.710 -1.095 -0.366
H 0.975 -0.909 1.906
H 2.251 0.072 1.150
H 1.948 -1.589 0.591
H 1.730 1.356 -0.978
H 0.436 0.709 -2.123
H -0.040 1.947 0.711
H -1.904 -0.219 1.068
H -2.463 -0.806 -1.361
H -1.499 -0.994 1.006
*
```

The calculation puts the total energy at -288.50197 Eh. Its LUMO energy (spin up / spin down) is -0.00420 / -0.00419 hartree. The calculation puts the energy relative to the best compared isomer or geometry (same formula, charge and spin) at 735.32 kJ/mol.

Here are the Löwdin charges for atoms 1 to 4, given in e: -0.04, -0.48, -0.05, -0.23

---

Question: The highest total energy belongs to which entry?
Answer: number 6

---

Question: Which formula does entry 5 have?
Answer: C6H9N

---

Question: Look up the energy relative to the best compared isomer or geometry (same formula, charge and spin) of the first one.
Answer: 38.92 kJ/mol

---

What did the third record say?
An isolated molecule of C6H9N. Source: OMol25; level of theory: ωB97M-V with the def2-TZVPD basis set.

The geometry in ORCA input format:
```
! RIJCOSX wB97M-V def2-TZVPD def2/J DEFGRID3
* xyz 0 1
C 1.086 1.576 -1.542
C 1.002 0.703 -0.330
C 1.360 -0.617 -0.386
N 0.439 -1.335 0.335
C -0.497 -0.481 0.870
C -1.800 -0.962 1.409
C -0.118 0.793 0.547
H 0.263 1.179 -2.158
H 2.013 1.467 -2.108
H 0.875 2.630 -1.350
H 2.131 -1.096 -0.977
H 0.341 -2.333 0.280
H -1.701 -1.661 2.243
H -2.395 -0.105 1.732
H -2.363 -1.461 0.607
H -0.637 1.704 0.826
*
```

The calculation puts the total energy at -288.75314 Eh. Its LUMO energy is 0.03745 hartree. As for the SMILES: Cc1c[nH]c(C)c1. The calculation puts the energy relative to the best compared isomer or geometry (same formula, charge and spin) at 75.87 kJ/mol.

Here are the Löwdin charges for atoms 1 to 4, given in e: -0.07, -0.31, -0.10, 0.06